# 1
{
  "formula": "C5H6OS2",
  "method": "ωB97M-V with the def2-TZVPD basis set",
  "symbols": ["C", "C", "C", "C", "C", "H", "H", "H", "H", "H", "H", "O", "S", "S"],
  "positions_angstrom": [[0.29, 0.58, 0.02], [-0.73, 0.01, -1.03], [-0.92, -1.06, 0.03], [-0.76, 0.10, 1.05], [1.24, -0.59, 0.03], [2.30, 1.91, -0.17], [-1.60, 0.65, -1.19], [-0.32, -0.35, -1.99], [-1.69, -1.83, 0.03], [-0.46, -0.10, 2.05], [-1.61, 0.76, 1.17], [0.43, -1.67, -0.02], [0.99, 2.31, -0.01], [2.84, -0.72, 0.04]],
  "lumo_energy_ha": 0.0162,
  "total_energy_ha": -1065.67754,
  "spin_multiplicity": 1,
  "homo_ha": -0.330,
  "relative_energy_kj_mol": 134.40,
  "orbital_gap_ha": 0.34609
}

=====

# 2
{
  "formula": "C5H6OS2",
  "method": "ωB97M-V with the def2-TZVPD basis set",
  "symbols": ["C", "C", "C", "C", "C", "H", "H", "H", "H", "H", "H", "O", "S", "S"],
  "positions_angstrom": [[2.39, -0.55, -0.28], [1.13, -0.11, -0.37], [-1.19, 1.00, -0.54], [-1.45, 0.53, 0.89], [-0.05, -1.03, -0.11], [2.68, -1.59, -0.01], [3.19, 0.15, -0.41], [-1.89, 1.81, -0.87], [-2.52, 0.22, 0.99], [-1.18, 1.33, 1.65], [0.25, -2.08, -0.01], [-0.69, -0.63, 1.06], [0.56, 1.53, -0.54], [-1.24, -0.58, -1.45]],
  "lumo_energy_ha": 0.0232,
  "total_energy_ha": -1065.68821,
  "smiles": "C=C1S[C@@H]2CO[C@H]1S2",
  "spin_multiplicity": 1,
  "homo_ha": -0.313,
  "relative_energy_kj_mol": 106.40,
  "orbital_gap_ha": 0.33589
}

=====

# 3
{
  "formula": "C5H6OS2",
  "method": "ωB97M-V with the def2-TZVPD basis set",
  "symbols": ["C", "C", "C", "C", "C", "H", "H", "H", "H", "H", "H", "O", "S", "S"],
  "positions_angstrom": [[0.08, 0.64, -0.01], [0.68, -0.22, 1.13], [0.26, -1.30, 0.12], [0.76, -0.48, -1.08], [-1.36, 0.05, 0.01], [-0.95, 2.93, -0.63], [1.70, 0.07, 1.19], [0.19, -0.13, 2.19], [0.57, -2.24, 0.21], [0.04, -0.70, -1.99], [1.89, -0.45, -1.15], [-1.20, -1.30, -0.02], [0.32, 2.42, 0.00], [-2.95, 0.71, 0.03]],
  "lumo_energy_ha": 0.0042,
  "total_energy_ha": -1065.62265,
  "spin_multiplicity": 1,
  "homo_ha": -0.324,
  "relative_energy_kj_mol": 278.50,
  "orbital_gap_ha": 0.32864
}

=====

# 4
{
  "formula": "C5H6S",
  "method": "ωB97M-V with the def2-TZVPD basis set",
  "symbols": ["C", "C", "C", "C", "C", "H", "H", "H", "H", "H", "H", "S"],
  "positions_angstrom": [[-0.64, 1.10, -0.70], [-0.75, -0.76, 1.23], [0.50, -1.05, 0.91], [1.26, -0.33, -0.11], [0.61, 0.52, -0.91], [-0.81, 2.20, -0.11], [-1.11, 1.37, -1.62], [-1.55, -1.82, 1.69], [0.80, -1.98, 1.38], [2.39, -0.53, -0.33], [1.20, 1.17, -1.65], [-1.91, 0.13, 0.23]],
  "lumo_energy_ha": 0.0125,
  "total_energy_ha": -592.17230,
  "spin_multiplicity": 1,
  "homo_ha": -0.286,
  "relative_energy_kj_mol": 261.43,
  "orbital_gap_ha": 0.29874
}

=====

# 5
{
  "formula": "C5H6S",
  "method": "ωB97M-V with the def2-TZVPD basis set",
  "symbols": ["C", "C", "C", "C", "C", "S", "H", "H", "H", "H", "H", "H"],
  "positions_angstrom": [[-3.10, -1.35, 1.01], [-0.91, -0.64, 0.28], [-1.79, -1.26, 0.92], [1.45, 0.86, 0.26], [0.28, 0.09, -0.53], [-4.23, -2.00, 0.18], [-3.41, -1.03, 2.08], [1.99, 1.71, -0.17], [2.11, -0.05, 0.64], [1.03, 1.06, 1.28], [0.68, -0.69, -1.16], [-0.31, 0.71, -1.19]],
  "lumo_energy_ha": -0.0141,
  "total_energy_ha": -592.14692,
  "smiles": "CCC#CC=S",
  "spin_multiplicity": 1,
  "homo_ha": -0.311,
  "relative_energy_kj_mol": 328.06,
  "orbital_gap_ha": 0.29675
}

=====

# 6
{
  "formula": "C5H6S3",
  "method": "ωB97M-V with the def2-TZVPD basis set",
  "symbols": ["C", "C", "C", "C", "C", "H", "H", "H", "H", "H", "H", "S", "S", "S"],
  "positions_angstrom": [[-3.02, -0.55, 0.07], [-0.53, 0.36, 0.13], [1.71, -1.28, 0.03], [2.65, -0.28, -0.42], [3.63, 0.42, -0.76], [-3.92, -0.82, -0.57], [-3.32, 0.46, 0.42], [-3.05, -1.30, 1.04], [2.30, -1.98, 0.63], [1.38, -1.76, -0.98], [4.36, 1.19, -0.90], [-1.52, -0.73, -0.87], [-0.54, 2.00, 0.07], [0.54, -0.51, 1.19]],
  "lumo_energy_ha": -0.0427,
  "total_energy_ha": -1388.53922,
  "spin_multiplicity": 1,
  "homo_ha": -0.313,
  "relative_energy_kj_mol": 358.55,
  "orbital_gap_ha": 0.27048
}

=====

# 7
{
  "formula": "C5H7Br",
  "method": "ωB97M-V with the def2-TZVPD basis set",
  "symbols": ["C", "C", "C", "C", "C", "Br", "H", "H", "H", "H", "H", "H", "H"],
  "positions_angstrom": [[-0.89, 0.58, -1.94], [0.16, -0.04, -1.37], [0.40, -1.07, 1.18], [-0.42, 0.23, 1.24], [0.29, -0.08, 0.02], [2.66, 1.45, 0.80], [-1.12, 0.53, -2.91], [-1.47, 0.95, -1.07], [0.83, -0.58, -1.95], [1.33, -1.05, 1.89], [-0.11, -2.10, 1.10], [-1.48, -0.04, 1.29], [-0.19, 1.22, 1.74]],
  "lumo_energy_ha": [-0.0775, -0.0816],
  "total_energy_ha": -2768.56695,
  "spin_multiplicity": 1,
  "homo_ha": [-0.323, -0.320],
  "relative_energy_kj_mol": 315.91,
  "orbital_gap_ha": [0.24577, 0.23789]
}

=====

# 8
{
  "formula": "C5H7BrCl2",
  "method": "ωB97M-V with the def2-TZVPD basis set",
  "symbols": ["C", "C", "C", "C", "C", "Cl", "Cl", "Br", "H", "H", "H", "H", "H", "H", "H"],
  "positions_angstrom": [[1.08, 1.45, 0.12], [1.26, 0.07, 0.61], [2.41, 0.80, 0.03], [-1.00, -0.92, -0.23], [0.57, -1.04, -0.27], [3.68, 1.31, 1.10], [3.06, 0.40, -1.61], [1.28, -2.77, 0.22], [0.75, 1.70, -0.90], [1.11, 2.36, 0.84], [1.41, -0.04, 1.61], [-1.33, -1.47, -1.09], [-1.36, 0.04, -0.12], [-1.32, -1.37, 0.61], [0.80, -1.00, -1.25]],
  "lumo_energy_ha": 0.0275,
  "total_energy_ha": -3689.05636,
  "smiles": "C[C@H](Br)[C@@H]1CC1(Cl)Cl",
  "spin_multiplicity": 1,
  "homo_ha": -0.369,
  "relative_energy_kj_mol": 74.48,
  "orbital_gap_ha": 0.39607
}

=====

# 9
{
  "formula": "C5H7BrCl3CuF3O2",
  "method": "ωB97M-V with the def2-TZVPD basis set",
  "symbols": ["Cu", "C", "O", "O", "C", "F", "F", "F", "C", "C", "H", "H", "H", "H", "H", "H", "Br", "C", "Cl", "Cl", "Cl", "H"],
  "positions_angstrom": [[-0.75, -1.96, 1.11], [-1.04, -2.03, -1.45], [-0.16, -1.05, -0.86], [-1.73, -2.57, -0.49], [-1.87, -1.15, -2.52], [-2.65, -1.83, -3.37], [-2.65, -0.28, -1.89], [-1.10, -0.38, -3.32], [0.51, -0.04, -1.50], [1.61, 0.35, -0.55], [2.45, -0.40, -0.45], [2.12, 1.22, -0.95], [1.21, 0.65, 0.41], [-0.02, 0.91, -1.68], [0.96, -0.32, -2.50], [-0.46, -2.82, -2.03], [-0.24, -1.88, 3.35], [0.66, 2.78, 3.66], [2.23, 2.30, 2.96], [1.03, 3.61, 5.18], [-0.39, 1.47, 4.01], [0.27, 3.43, 2.91]],
  "lumo_energy_ha": 0.0964,
  "total_energy_ha": -6239.96907,
  "total_charge": -1,
  "spin_multiplicity": 1,
  "homo_ha": -0.168,
  "orbital_gap_ha": 0.26440
}

=====

# 10
{
  "formula": "C5H7BrFNO4",
  "method": "ωB97M-V with the def2-TZVPD basis set",
  "symbols": ["C", "C", "F", "O", "C", "O", "N", "O", "C", "C", "O", "Br", "H", "H", "H", "H", "H", "H", "H"],
  "positions_angstrom": [[-0.30, 2.88, -1.65], [0.43, 1.81, -0.68], [0.60, 0.59, -1.42], [-0.32, 1.60, 0.54], [-0.90, 0.27, 0.55], [-2.02, 0.15, 0.03], [-0.11, -0.75, 1.22], [-0.09, -0.62, 2.59], [-0.40, -2.13, 0.76], [0.99, -2.70, 0.10], [1.84, -1.84, -0.23], [1.36, -4.62, -0.18], [-0.95, 3.62, -1.07], [0.54, 3.43, -2.20], [-0.92, 2.36, -2.47], [1.47, 2.21, -0.40], [0.66, -1.20, 2.88], [-0.65, -2.84, 1.63], [-1.23, -2.23, 0.00]],
  "lumo_energy_ha": 0.0104,
  "total_energy_ha": -3224.19224,
  "smiles": "C[C@H](F)OC(=O)N(O)CC(=O)Br",
  "spin_multiplicity": 1,
  "homo_ha": -0.361,
  "orbital_gap_ha": 0.37107
}

=====

# 11
{
  "formula": "C5H7Cl",
  "method": "ωB97M-V with the def2-TZVPD basis set",
  "symbols": ["C", "C", "C", "C", "C", "Cl", "H", "H", "H", "H", "H", "H", "H"],
  "positions_angstrom": [[1.29, 1.25, 1.64], [2.01, 2.42, 2.14], [0.91, 1.04, 0.34], [-0.98, -0.24, -0.56], [0.50, -0.34, -0.04], [1.70, 3.80, 1.32], [1.16, 0.36, 2.31], [1.06, 1.77, -0.45], [-1.45, 0.72, -1.07], [-1.64, -0.28, 0.34], [-1.35, -1.06, -1.17], [1.19, -1.00, -0.79], [0.42, -0.92, 0.80]],
  "lumo_energy_ha": -0.0285,
  "total_energy_ha": -654.74329,
  "spin_multiplicity": 1,
  "homo_ha": -0.306,
  "relative_energy_kj_mol": 386.54,
  "orbital_gap_ha": 0.27771
}

=====

# 12
{
  "formula": "C5H7Cl",
  "method": "ωB97M-V with the def2-TZVPD basis set",
  "symbols": ["C", "C", "C", "C", "C", "H", "H", "H", "H", "H", "H", "H", "Cl"],
  "positions_angstrom": [[-1.08, -0.67, -0.27], [0.10, -0.37, 0.28], [1.38, -0.98, 0.12], [2.58, -0.07, -0.04], [2.38, 1.25, -0.13], [-1.28, -1.49, -0.94], [-0.08, 0.39, 1.02], [1.28, -1.63, -0.75], [1.60, -1.61, 1.06], [3.53, -0.54, -0.26], [3.45, 1.69, -0.20], [1.33, 1.67, -0.02], [-2.47, 0.38, 0.02]],
  "lumo_energy_ha": 0.0387,
  "total_energy_ha": -654.82876,
  "smiles": "C=CC/C=C/Cl",
  "spin_multiplicity": 1,
  "homo_ha": -0.343,
  "relative_energy_kj_mol": 162.14,
  "orbital_gap_ha": 0.38144
}